No. 1
Molecular formula: C23H36N6O9P2SSi2Ta
Method: DFT, wB97M-V/def2-TZVPD

```
80
Properties=species:S:1:pos:R:3:mulliken_charge:R:1
C 3.735 -2.790 -2.255 0.0806
C -3.505 -2.135 2.083 -1.1577
O -2.505 1.067 2.469 -0.4854
H 2.453 0.384 0.738 0.6992
O -0.876 2.822 1.845 -0.6823
H -4.511 -2.429 1.800 0.4109
H -6.065 0.036 -1.994 0.4610
H 4.741 -5.550 -3.925 0.4402
H -0.340 0.804 6.213 0.4378
H -3.060 3.037 -2.404 0.4646
N 4.937 -2.178 -2.266 -0.3571
C 2.696 -2.016 -1.631 1.2248
H 2.669 -4.585 -2.843 0.4183
N -1.256 1.704 -0.774 0.7655
C -1.005 4.660 -1.431 -1.2237
O 7.240 -1.006 -1.374 -0.6400
H 2.046 3.571 -1.569 0.5496
C -1.095 1.132 5.499 -1.7237
H -0.574 -1.130 -1.637 0.4138
Si -0.340 2.893 -1.758 0.1989
H -1.681 0.259 5.210 0.4071
H -1.413 2.164 -3.937 0.4121
C -0.476 1.731 4.264 0.4908
C -2.975 0.124 -0.624 0.8906
S 7.553 -1.925 -2.440 1.1439
H -0.190 5.378 -1.439 0.4178
O 1.298 1.493 2.292 -0.6367
N 5.957 -4.099 -3.126 -0.4606
C -5.078 0.408 -1.767 -1.0633
P 0.602 0.609 3.280 0.7796
H 1.533 2.831 -0.069 0.1754
Si -2.292 -2.218 0.612 0.8193
N 0.812 -0.351 -0.313 1.6104
H -2.514 -4.163 -0.952 0.4909
C 1.459 2.760 -1.150 -0.8499
C 0.465 -1.175 -1.348 -0.5151
O 7.512 -1.400 -3.788 -0.6604
C 3.605 -4.052 -2.854 -0.7492
Ta -0.637 0.745 0.845 -1.0994
H -0.805 -3.781 1.849 0.5288
H -1.719 4.979 -2.185 0.4078
C -4.632 1.595 -2.328 -1.0392
C -2.531 1.359 -1.175 0.6685
C 5.950 -2.902 -2.614 0.1737
H 1.921 1.830 -1.469 0.1855
H 0.886 3.107 3.653 0.3036
H -2.654 -2.648 -1.851 0.3651
O -0.169 -0.483 2.613 -0.4694
H -0.258 -3.658 0.202 0.3253
C 2.147 -0.316 -0.023 -1.0533
C -4.265 -0.313 -0.912 -0.6922
H -3.558 -1.111 2.442 0.1598
O 1.572 0.107 4.439 -0.6468
C -0.403 2.318 -3.575 -1.1446
C 3.083 -1.091 -0.639 -0.8843
H -1.497 4.720 -0.463 0.3463
H 0.139 -2.393 1.357 0.0815
H -4.003 -3.271 -0.932 0.3962
C 4.757 -4.621 -3.372 -0.3917
H -1.773 1.835 5.979 0.4312
O -2.480 3.309 3.798 -0.6760
O 8.535 -2.929 -2.140 -0.6445
N -2.021 -0.505 0.151 0.7382
H 0.071 3.057 -4.213 0.4406
P -1.689 2.208 2.946 0.8634
H -0.257 3.761 4.714 0.3935
H -4.650 -1.198 -0.442 0.4401
H 0.141 1.386 -3.701 0.2923
H -5.282 2.146 -2.991 0.4392
H -3.387 3.473 3.543 0.4026
C -3.375 2.082 -2.016 -0.3928
H 0.999 2.802 5.308 0.3919
C -0.638 -3.079 1.038 -1.0264
H -3.199 -2.779 2.902 0.4026
H 4.133 -1.013 -0.397 0.6864
H 0.973 -2.655 -2.779 0.5433
H 2.258 -0.516 4.195 0.4154
C -2.926 -3.159 -0.931 -1.3940
C 1.335 -2.011 -1.992 -1.0726
N 0.344 2.946 4.529 -0.1936
```

Results
- total energy (eV) = -98526.06537
- net charge = +1
- Kohn-Sham gap (eV) = 4.13
- F_max (Eh/bohr) = 0.0692

***

No. 2
Molecular formula: C23H36NO3Si2
Method: DFT, wB97M-V/def2-TZVPD

```
65
Properties=species:S:1:pos:R:3:mulliken_charge:R:1
Si -5.534 2.755 -2.670 0.3620
H -1.902 1.091 -7.725 0.2822
C -1.250 -1.778 1.046 -0.5335
H -7.371 1.188 -3.173 0.2877
C -7.257 2.297 -3.179 -0.9726
C -1.522 -1.870 -5.695 -1.0870
H -2.919 -2.008 -4.017 0.7142
H -4.221 -0.271 -5.898 0.1949
C -1.865 -0.185 -4.025 1.0216
C -1.628 0.861 1.553 -1.0031
C -0.663 -1.178 2.170 -0.9186
H -2.676 0.841 -0.335 0.2554
H -4.753 0.487 -7.413 0.4688
H -0.026 -1.763 2.831 0.3351
H -1.852 1.926 1.684 0.3757
H -4.028 4.740 -3.022 0.3009
H -2.876 -3.760 -2.493 0.2888
C -4.657 0.631 -6.334 -0.8348
H -2.599 2.572 -8.374 0.4361
C -0.421 -1.198 -6.228 -0.4828
C -5.076 2.425 -0.867 -0.9447
H 0.126 -1.603 -7.075 0.4498
C -5.132 4.606 -2.988 -1.0421
C -2.131 0.271 0.387 0.3470
C -2.745 0.354 -3.089 1.0016
H -0.449 1.485 -4.089 0.4246
H -5.636 0.823 -5.900 0.2102
O -4.601 1.742 -3.637 -0.6714
H -3.859 4.519 -5.502 0.2960
H -3.074 -4.729 -0.936 0.2788
N -3.060 1.701 -3.504 0.2672
H -4.386 -0.859 -2.555 0.3468
H 0.154 1.715 3.484 0.3454
C -4.410 3.793 -6.103 -1.1157
O -2.571 1.978 -4.701 -0.2741
H -4.443 4.149 -7.142 0.4935
H -7.970 2.751 -2.454 0.3999
C -0.018 0.013 -5.646 -0.6345
C -3.480 -3.889 -1.581 -0.6790
H -5.600 4.944 -3.937 0.3022
C -0.405 0.820 3.761 -1.3755
C -1.924 -1.046 0.023 -0.3699
H -1.102 -2.835 0.914 0.4021
C -3.463 -0.415 -2.028 -0.7226
H -1.318 2.667 -7.168 0.3329
H -5.732 3.090 -0.285 0.5251
H -5.554 5.177 -2.122 0.4220
H -7.445 2.688 -4.205 0.2753
C -2.630 -1.595 -1.252 0.6677
Si -3.553 2.133 -6.166 0.6762
C -0.893 0.164 2.494 0.8847
H 0.845 0.612 -5.984 0.4257
H -1.926 -1.878 -2.109 0.5403
H -5.274 1.373 -0.574 0.3085
O -3.477 -2.613 -0.730 -0.4343
H -4.029 2.676 -0.628 0.1494
C -2.212 2.109 -7.459 -1.1662
H -5.441 3.719 -5.752 0.2170
C -0.777 0.567 -4.607 -0.4573
H -1.797 -2.867 -6.038 0.4559
H 0.257 0.187 4.347 0.3511
H -1.207 1.129 4.436 0.3055
C -2.127 -1.468 -4.508 -0.4204
H -3.573 0.273 -1.236 -0.5754
H -4.528 -4.024 -1.859 0.2899
```

Results
- total energy (eV) = -47814.08116
- net charge = +1
- Kohn-Sham gap (eV) = 6.24
- SMILES string = CO[C@@H](CC(c1ccccc1)=[N+](O[Si](C)(C)C)O[Si](C)(C)C)c1ccc(C)cc1
- relative energy (zero: lowest compared OMol25 entry of this formula, charge and spin) (kcal/mol) = 53.9
- F_max (Eh/bohr) = 0.0851

***

No. 3
Molecular formula: C23H37AlBrCl2F3IMgN2O10
Method: DFT, wB97M-V/def2-TZVPD

```
81
Properties=species:S:1:pos:R:3:mulliken_charge:R:1
C 4.392 5.830 1.043 -0.3952
N 0.988 0.687 -6.881 0.2284
O 4.730 -3.698 -6.420 -0.4190
H 3.581 6.647 -0.767 0.3862
C -4.095 -0.098 3.466 -0.3633
H -1.244 1.261 3.021 -0.1151
O -1.987 -0.796 1.618 -0.1503
H 0.951 1.820 5.157 0.4441
H 0.977 -1.352 -6.343 -0.0275
H 2.049 1.722 3.718 0.3533
C 0.933 -0.366 -5.877 -0.5913
H 0.975 -0.230 2.912 0.4748
H 0.229 -0.248 -8.552 0.3973
H 0.620 0.036 -0.491 0.5966
C 2.057 5.776 0.464 -0.4800
H 1.772 -0.252 -5.188 0.2921
C 3.364 6.132 0.159 -0.5335
C 4.115 5.174 2.234 -0.4568
O 0.859 2.304 -5.288 -0.4642
H 1.121 1.251 -8.881 0.4068
O -1.700 -4.851 8.692 -0.6968
H -1.983 2.297 1.312 0.1969
H -4.147 -4.896 0.907 0.2242
H 0.687 -0.364 4.679 0.4248
C -0.611 -4.249 8.761 0.7176
H 5.765 -1.414 -7.084 0.3176
H -4.171 0.636 4.282 0.3339
H -3.664 -1.736 1.192 0.3454
C -4.726 -5.282 1.744 -0.4759
C 0.943 1.987 -6.448 0.0572
H 0.355 0.913 1.025 0.2118
C -0.140 0.351 0.224 -0.6894
H -2.071 0.786 -0.720 0.4159
H 0.985 2.727 -7.263 0.2953
O -4.581 -1.781 1.465 -0.6256
H 0.766 4.819 1.903 0.5289
H 2.054 -0.245 -8.437 0.4475
O 2.951 -2.518 -6.788 -0.3658
N 4.176 -2.643 -6.529 0.8976
C -1.416 2.569 0.412 -1.4085
Al -0.391 -3.534 4.899 0.7257
C -1.152 1.330 -0.481 -0.0793
H -4.718 -0.030 2.562 0.3350
C -6.123 -4.720 1.697 -0.2570
Cl -3.864 -4.810 3.236 -0.1527
Mg 1.840 -3.600 -5.470 0.2851
O -0.918 -2.057 3.284 -0.9049
C -1.046 0.348 3.594 0.3315
H 4.902 4.938 2.939 0.4273
H -4.725 -6.369 1.689 0.4228
C 1.085 0.358 -8.262 -1.1033
H -6.564 -4.920 0.722 0.3373
H 0.005 -0.271 -5.311 0.3767
H -1.103 -2.180 4.250 0.4772
C 2.812 4.822 2.519 0.3195
I -0.216 2.089 -2.286 0.0849
O -0.617 -1.909 0.297 -0.4920
C 1.778 5.111 1.650 -0.2543
C -0.901 -0.879 0.714 0.2441
O -0.310 -3.795 10.027 -0.4790
H -1.117 -4.138 10.441 0.3143
H -0.429 2.964 0.691 0.4374
Cl -7.188 -5.469 2.914 -0.1854
Br 2.485 -1.214 -9.636 0.1187
C -1.702 -0.900 2.941 1.8450
H 1.255 6.016 -0.223 0.3915
C 4.975 -1.409 -6.338 -0.7343
H 0.437 2.448 3.552 0.2371
C -3.118 -1.097 3.604 -0.8676
F -1.548 0.584 4.871 -0.4429
H -1.944 3.348 -0.145 0.4971
H 5.411 6.104 0.804 0.3741
F 2.362 -0.289 -11.765 -0.4913
C 1.017 1.678 4.076 -1.3370
H 5.385 -1.440 -5.330 0.3187
H 4.327 -0.549 -6.466 0.2577
H -6.123 -3.645 1.860 0.0964
O 0.219 -4.006 7.860 -0.6880
H -3.366 -2.031 4.137 0.1977
F 2.538 4.179 3.673 -0.3052
C 0.490 0.232 3.777 -0.4148
```

Results
- total energy (eV) = -171260.35657
- net charge = +1
- Kohn-Sham gap (eV) = 1.37
- F_max (Eh/bohr) = 0.1005